Run one
Molecular formula: CH3O3PS
Method: DFT, wB97M-V/def2-TZVPD

ORCA input file:
```
! RIJCOSX wB97M-V def2-TZVPD def2/J DEFGRID3
* xyz 0 1
C 0.02462 0.08072 -0.04826
S 0.89309 1.20823 -1.19911
O 1.62605 2.16535 -0.40442
O -0.07533 1.68990 -2.15561
P 2.46330 -0.06228 -2.35356
O 3.08700 0.89595 -3.23144
H -0.54161 -0.62563 -0.64027
H 0.77090 -0.40734 0.56449
H -0.63176 0.69093 0.55897
*
```

Values from the calculation:
**Structure (SMILES)**: CS(=O)(=O)P=O
**E_HOMO**: -9.51 eV
**Kohn-Sham gap**: 7.61 eV
**LUMO**: -0.070 hartree

---

Run two
Molecular formula: CH3O3PS
Method: DFT, wB97M-V/def2-TZVPD

ORCA input file:
```
! RIJCOSX wB97M-V def2-TZVPD def2/J DEFGRID3
* xyz 0 1
O -0.89643 -1.31613 0.20815
C -0.16167 -0.19595 0.22206
O -0.46994 0.60235 1.31996
O -0.45178 0.56310 -0.95055
P 1.69773 -0.43567 0.55744
S 2.64135 0.71598 -0.66820
H -1.16732 -1.68695 -0.61846
H -1.36292 0.82501 1.48482
H 0.17097 0.92827 -1.55522
*
```

Values from the calculation:
**Structure (SMILES)**: OC(O)(O)P=S
**E_HOMO**: -9.01 eV
**Kohn-Sham gap**: 7.63 eV
**LUMO**: -0.051 hartree

---

Energies relative to the most stable structure, in eV: run one 0.457; run two 0.000.